ORCA calculation (ωB97M-V/def2-TZVPD) on C45H40AuO3PSSb2 as an isolated structure.

Geometry as XYZ:
```
93
Properties=species:S:1:pos:R:3:lowdin_charge:R:1
Au -0.33476 0.78475 -0.67179 0.403
Sb -0.90954 -0.88233 -2.51521 1.472
Sb 1.37824 -1.63666 1.20785 1.466
S -0.13225 3.71903 -1.79512 0.392
P -0.78949 2.16818 1.17276 0.972
O 0.17924 4.71332 -2.79008 -0.320
O -1.40136 3.02174 -1.98496 -0.397
O 0.98303 2.79366 -1.51127 -0.447
C 0.99541 -2.54284 4.09459 -0.142
C 1.27678 -4.73209 5.04554 -0.093
C -0.26959 5.99661 -0.30138 -0.047
C 0.61103 1.36566 4.96705 -0.089
C 1.97985 1.38346 4.75248 -0.086
C 1.67484 -4.37444 2.70058 -0.137
C -3.61011 0.40791 -2.83790 -0.136
C 1.35381 -3.02503 2.83738 -0.402
C 2.47002 -0.37802 -5.19105 -0.076
C 2.48130 1.65023 3.48238 -0.078
C -2.74697 -0.39717 -4.94210 -0.115
C 6.03834 -2.19224 -0.29742 -0.095
C 5.09604 -1.54981 -1.08909 -0.089
C 1.50801 -0.22362 -4.20205 -0.125
C 0.51090 -1.18438 -4.04556 -0.385
C 0.48414 -2.29810 -4.88128 -0.135
C 5.67249 -2.69265 0.94358 -0.091
C 0.23096 1.86674 2.64506 -0.387
C 3.79161 -1.41228 -0.63674 -0.143
C 3.40997 -1.92491 0.60299 -0.391
C -0.72571 6.13320 2.05354 -0.073
C -3.50627 2.84236 1.46901 -0.068
C -4.83314 2.53871 1.74949 -0.074
C 4.36406 -2.56014 1.39271 -0.127
C -3.88747 0.06997 -5.58272 -0.084
C 0.59717 -2.96054 -0.31046 -0.414
C 1.61134 1.88407 2.43255 -0.129
C -4.19173 0.31989 2.41467 -0.080
C -0.45388 6.75384 0.84613 -0.063
C -2.87153 0.61479 2.12272 -0.121
C -4.74906 0.86671 -3.48180 -0.078
C -2.61492 -0.23743 -3.56786 -0.372
C -5.17641 1.28434 2.22744 -0.084
C -0.93660 -2.99691 -0.38747 -0.403
C -0.63955 3.97619 0.96082 -0.323
C 2.44076 -1.49082 -6.01978 -0.082
C 0.95729 -3.39118 5.19509 -0.090
C -2.51751 1.88527 1.66386 -0.360
C -1.44709 -2.83141 -1.82019 -0.349
C -0.36085 4.61294 -0.25380 -0.246
C -4.88694 0.69563 -4.85239 -0.084
C 1.44875 -2.45005 -5.86737 -0.086
C -0.81223 4.75143 2.10596 -0.092
C 1.63650 -5.22395 3.79733 -0.088
C -0.26638 1.60998 3.91496 -0.093
H -1.33462 1.59864 4.09247 0.102
H -1.96148 -0.87161 -5.51841 0.090
H 1.01726 -3.95775 -0.17653 0.051
H -1.30182 -3.93843 0.02999 0.105
H -3.99113 -0.04624 -6.65397 0.103
H 6.40756 -3.18977 1.56443 0.101
H 1.42666 -3.31667 -6.51571 0.103
H -6.20970 1.04990 2.44834 0.103
H -0.38114 7.83298 0.79910 0.107
H 7.05752 -2.29804 -0.64660 0.100
H -2.10696 -0.14639 2.24303 0.098
H 0.67808 -3.00557 6.16785 0.101
H -1.01292 4.26167 3.05202 0.108
H -1.01567 -3.58075 -2.48648 0.057
H 3.06870 -0.89294 -1.26068 0.085
H -3.24342 3.81989 1.08604 0.109
H -2.53423 -2.90159 -1.88093 0.060
H 1.88964 -6.27039 3.68061 0.102
H -4.45714 -0.66414 2.77936 0.104
H -0.86430 6.72002 2.95221 0.105
H -5.77072 1.06646 -5.35554 0.103
H -5.59819 3.28738 1.59027 0.106
H 3.54989 1.66318 3.31050 0.109
H 0.74558 -1.49393 4.21911 0.071
H 2.65854 1.18845 5.57291 0.105
H 1.03162 -2.57746 -1.24051 0.019
H 1.24737 -5.39523 5.90077 0.101
H 4.08967 -2.96014 2.36202 0.089
H -1.38106 -2.20585 0.22794 0.056
H 3.19241 -1.61137 -6.78933 0.104
H -3.48411 0.58570 -1.77511 0.086
H 5.37796 -1.15107 -2.05550 0.102
H 3.23967 0.37275 -5.31438 0.108
H 1.99588 2.07665 1.43570 0.108
H -5.51887 1.37722 -2.91762 0.105
H -0.28662 -3.05260 -4.76790 0.096
H 1.96983 -4.76948 1.73483 0.094
H 0.21979 1.16464 5.95649 0.105
H -0.04906 6.45876 -1.25347 0.110
H 1.52895 0.65150 -3.55901 0.090
```

Calculated values
gap between HOMO and LUMO	8.366	eV
2S+1	1
net charge	0
E_HOMO	-0.293	Eh